# 1
Entry from OMol25: a 3-piece molecular cluster, C24H47N6O overall (wB97M-V/def2-TZVPD).

## Properties
Lowest unoccupied orbital energy (eV): -2.02
E (hartree): -1346.26505
E_HOMO (eV): -11.586
Frontier orbital gap (eV): 9.563

```
! RIJCOSX wB97M-V def2-TZVPD def2/J DEFGRID3
* xyz 1 1
C -2.066 2.076 3.563
C -2.837 2.512 2.316
C -2.622 1.586 1.114
C -1.209 1.613 0.510
C -0.858 2.911 -0.238
C -1.682 3.201 -1.509
C -1.057 2.686 -2.820
C -0.801 1.202 -2.833
C -1.723 0.184 -2.768
N -3.112 0.256 -2.709
N -0.991 -1.004 -2.728
C 0.318 -0.738 -2.761
C 1.419 -1.756 -2.763
C 0.928 -3.208 -2.694
C 0.245 -3.586 -1.361
O 0.882 -4.751 -0.887
N 0.458 0.594 -2.814
C 1.755 1.263 -2.868
C 2.506 1.213 -1.531
C 3.101 2.578 -1.121
N 3.139 2.830 0.305
H -0.983 2.155 3.427
H -2.309 1.043 3.831
H -2.326 2.713 4.414
H -2.561 3.541 2.059
H -3.909 2.536 2.541
H -2.845 0.556 1.432
H -3.363 1.833 0.343
H -0.474 1.464 1.311
H -1.100 0.749 -0.159
H -0.989 3.747 0.459
H 0.215 2.911 -0.480
H -1.811 4.284 -1.618
H -2.690 2.789 -1.412
H -0.121 3.228 -2.983
H -1.723 2.911 -3.663
H -3.597 -0.468 -3.220
H -3.473 0.325 -1.764
H -1.377 -1.934 -2.661
H 2.039 -1.593 -3.655
H 2.067 -1.563 -1.894
H 1.808 -3.853 -2.771
H 0.289 -3.440 -3.554
H -0.831 -3.774 -1.507
H 0.342 -2.759 -0.638
H 0.518 -5.001 -0.021
H 2.328 0.824 -3.691
H 1.557 2.304 -3.142
H 3.313 0.477 -1.600
H 1.819 0.883 -0.744
H 4.125 2.656 -1.503
H 2.527 3.376 -1.611
H 4.002 2.544 0.743
H 2.351 2.433 0.801
C 2.539 6.410 2.821
C 2.543 5.751 4.194
C 2.783 4.237 4.123
C 1.742 3.557 3.353
N 0.922 3.056 2.735
H 1.733 6.020 2.198
H 2.400 7.487 2.914
H 3.481 6.236 2.298
H 1.597 5.937 4.705
H 3.329 6.182 4.815
H 2.806 3.795 5.119
H 3.742 4.027 3.644
C -1.572 -8.887 -0.808
C -1.535 -9.325 0.650
C -1.859 -8.183 1.622
C -0.898 -7.087 1.506
N -0.110 -6.271 1.389
H -0.821 -8.121 -1.010
H -1.370 -9.731 -1.467
H -2.551 -8.483 -1.072
H -0.553 -9.732 0.895
H -2.261 -10.121 0.822
H -1.845 -8.529 2.656
H -2.854 -7.779 1.424
*
```

***

# 2
Entry from OMol25: a 2-piece molecular cluster, CH3Br2OP overall at a distorted geometry (wB97M-V/def2-TZVPD).

## Properties
Lowest unoccupied orbital energy (spin up / spin down) (eV): -0.37 / -4.22
E (hartree): -5604.44728
E_HOMO (spin up / spin down) (eV): -10.687 / -8.713
Energy relative to the best compared isomer or geometry (same formula, charge and spin) (kcal per mole): 93.9
Frontier orbital gap (spin up / spin down) (eV): 10.316 / 4.489

```
! RIJCOSX wB97M-V def2-TZVPD def2/J DEFGRID3
* xyz 0 1
C 1.865 1.202 -0.286
O -1.843 0.327 0.546
P -2.097 -1.021 1.007
Br -3.378 -2.163 -0.694
Br -0.106 -2.009 0.460
H 2.642 1.900 0.009
H 2.018 0.795 -1.280
H 0.898 0.970 0.238
*
```

***

# 3
Entry from OMol25: a single C5H5NO2 molecule at a distorted geometry (wB97M-V/def2-TZVPD).

## Properties
Lowest unoccupied orbital energy (eV): 0.73
E (hartree): -398.72018
E_HOMO (eV): -7.994
Energy relative to the best compared isomer or geometry (same formula, charge and spin) (kcal per mole): 36.6
Frontier orbital gap (eV): 8.720

```
! RIJCOSX wB97M-V def2-TZVPD def2/J DEFGRID3
* xyz 0 1
O 0.628 -1.432 2.235
C 0.360 -0.739 1.117
C -0.969 -0.219 0.941
C -1.339 0.258 -0.232
C -0.248 0.599 -1.175
O -0.475 1.340 -2.279
N 1.000 0.388 -0.921
C 1.348 -0.227 0.146
H -0.255 -1.520 2.601
H -1.556 -0.075 1.865
H -2.387 0.470 -0.428
H -1.378 1.437 -2.458
H 2.433 -0.326 0.439
*
```

***

# 4
Entry from OMol25: a 3-piece molecular cluster, C10H26O10P2 overall at a distorted geometry (wB97M-V/def2-TZVPD).

## Properties
Lowest unoccupied orbital energy (eV): 0.49
E (hartree): -1831.90427
E_HOMO (eV): -10.363
Frontier orbital gap (eV): 10.851

```
! RIJCOSX wB97M-V def2-TZVPD def2/J DEFGRID3
* xyz 0 1
C -0.162 -0.587 8.452
O -0.357 -0.564 7.044
P 0.910 -0.379 6.066
O 2.083 0.162 6.754
O 1.127 -1.883 5.582
C 2.054 -2.100 4.520
O 0.347 0.415 4.839
C -0.942 0.144 4.276
H -1.014 -1.097 8.900
H -0.012 0.412 8.856
H 0.709 -1.200 8.707
H 2.757 -1.272 4.385
H 1.525 -2.321 3.595
H 2.700 -2.941 4.778
H -1.356 -0.853 4.443
H -0.748 0.110 3.196
H -1.654 0.930 4.501
C -0.263 -3.843 -5.950
O 0.198 -2.628 -5.351
P 0.467 -1.376 -6.294
O 1.626 -1.505 -7.182
O 0.604 -0.177 -5.233
C -0.634 0.340 -4.724
O -0.958 -1.187 -7.037
C -1.007 -0.724 -8.376
H -0.102 -3.944 -7.022
H -1.333 -3.942 -5.755
H 0.253 -4.646 -5.426
H -1.220 0.835 -5.493
H -0.371 1.011 -3.907
H -1.279 -0.399 -4.237
H -0.027 -0.487 -8.794
H -1.655 0.155 -8.406
H -1.431 -1.466 -9.058
C 1.667 1.846 1.492
C 0.446 2.625 1.954
O -0.680 2.492 1.094
C -0.707 3.263 0.012
C -1.870 2.997 -0.924
O 0.056 4.178 -0.191
H 2.434 2.059 2.234
H 1.930 2.130 0.475
H 1.464 0.774 1.462
H 0.138 2.311 2.953
H 0.706 3.667 2.158
H -1.442 2.563 -1.826
H -2.492 3.860 -1.122
H -2.483 2.242 -0.423
*
```

***

# 5
Entry from OMol25: C8H13IMnN8O as an isolated structure at a distorted geometry (wB97M-V/def2-TZVPD).

## Properties
Lowest unoccupied orbital energy (spin up / spin down) (eV): -10.16 / -8.89
E (hartree): -2274.05470
E_HOMO (spin up / spin down) (eV): -14.871 / -15.177
Energy relative to the best compared isomer or geometry (same formula, charge and spin) (kcal per mole): 0.0
Frontier orbital gap (spin up / spin down) (eV): 4.713 / 6.289

```
! RIJCOSX wB97M-V def2-TZVPD def2/J DEFGRID3
* xyz 2 2
Mn 0.572 1.118 0.657
C -2.188 -2.100 -1.135
N -1.154 -1.514 -1.999
C -1.099 -1.917 -3.410
C -0.298 -0.642 -1.492
N -0.363 -0.217 -0.233
N 0.689 -0.172 -2.325
C 1.703 0.709 -2.011
N 2.588 0.930 -2.984
N 1.767 1.268 -0.840
H -2.700 -2.877 -1.691
H -2.922 -1.348 -0.840
H -1.739 -2.561 -0.255
H -1.973 -2.518 -3.631
H -0.214 -2.523 -3.615
H -1.135 -1.046 -4.067
H -1.145 -0.595 0.286
H 0.710 -0.564 -3.253
H 2.546 0.468 -3.877
H 3.344 1.580 -2.849
H 2.566 1.880 -0.727
I -0.459 3.309 0.321
N -1.500 0.822 4.309
C -0.482 0.836 3.473
O -0.641 0.720 2.223
C 0.879 0.985 4.007
C 1.767 0.966 2.958
N 2.187 0.907 1.868
C 1.175 1.149 5.370
N 1.328 1.297 6.503
H -1.369 0.892 5.308
H -2.441 0.759 3.949
*
```

***

# 6
Entry from OMol25: a single C2H3NP2 molecule at a distorted geometry (wB97M-V/def2-TZVPD).

## Properties
Lowest unoccupied orbital energy (spin up / spin down) (eV): -1.12 / -1.11
E (hartree): -815.24299
E_HOMO (spin up / spin down) (eV): -8.092 / -8.093
Energy relative to the best compared isomer or geometry (same formula, charge and spin) (kcal per mole): 114.6
Frontier orbital gap (spin up / spin down) (eV): 6.976 / 6.979

```
! RIJCOSX wB97M-V def2-TZVPD def2/J DEFGRID3
* xyz 0 1
C 1.262 -0.638 0.546
C -0.702 1.269 -0.419
N 0.478 1.397 -0.060
P -1.793 -0.198 -0.395
P -0.004 -1.260 -0.228
H 2.239 -0.462 0.833
H -1.215 2.288 -0.825
H -0.265 -2.395 0.548
*
```

***

# 7
Entry from OMol25: a 2-piece molecular cluster, C2H11N3O overall at a distorted geometry (wB97M-V/def2-TZVPD).

## Properties
Lowest unoccupied orbital energy (eV): 0.90
E (hartree): -322.28035
E_HOMO (eV): -8.873
Energy relative to the best compared isomer or geometry (same formula, charge and spin) (kcal per mole): 2.8
Frontier orbital gap (eV): 9.768

```
! RIJCOSX wB97M-V def2-TZVPD def2/J DEFGRID3
* xyz 0 1
N 0.945 0.351 2.408
C 1.568 0.995 1.240
N 0.908 2.127 0.658
H -0.057 0.297 2.256
H 1.044 0.983 3.192
H 1.748 0.217 0.495
H 2.561 1.315 1.538
H 0.130 1.975 0.031
H 0.674 2.848 1.318
N -0.644 -0.348 -1.566
C -1.602 -1.419 -1.446
O -1.114 -2.597 -2.071
H 0.075 -0.503 -0.851
H -0.130 -0.463 -2.440
H -2.530 -1.086 -1.895
H -1.724 -1.631 -0.383
H -1.853 -3.060 -2.485
*
```

***

Q: What is the E in the first record?
A: -1346.26505 hartree

***

Please write out number 1 again, unchanged.
Entry from OMol25: a 3-piece molecular cluster, C24H47N6O overall (wB97M-V/def2-TZVPD).

## Properties
Lowest unoccupied orbital energy (eV): -2.02
E (hartree): -1346.26505
E_HOMO (eV): -11.586
Frontier orbital gap (eV): 9.563

```
! RIJCOSX wB97M-V def2-TZVPD def2/J DEFGRID3
* xyz 1 1
C -2.066 2.076 3.563
C -2.837 2.512 2.316
C -2.622 1.586 1.114
C -1.209 1.613 0.510
C -0.858 2.911 -0.238
C -1.682 3.201 -1.509
C -1.057 2.686 -2.820
C -0.801 1.202 -2.833
C -1.723 0.184 -2.768
N -3.112 0.256 -2.709
N -0.991 -1.004 -2.728
C 0.318 -0.738 -2.761
C 1.419 -1.756 -2.763
C 0.928 -3.208 -2.694
C 0.245 -3.586 -1.361
O 0.882 -4.751 -0.887
N 0.458 0.594 -2.814
C 1.755 1.263 -2.868
C 2.506 1.213 -1.531
C 3.101 2.578 -1.121
N 3.139 2.830 0.305
H -0.983 2.155 3.427
H -2.309 1.043 3.831
H -2.326 2.713 4.414
H -2.561 3.541 2.059
H -3.909 2.536 2.541
H -2.845 0.556 1.432
H -3.363 1.833 0.343
H -0.474 1.464 1.311
H -1.100 0.749 -0.159
H -0.989 3.747 0.459
H 0.215 2.911 -0.480
H -1.811 4.284 -1.618
H -2.690 2.789 -1.412
H -0.121 3.228 -2.983
H -1.723 2.911 -3.663
H -3.597 -0.468 -3.220
H -3.473 0.325 -1.764
H -1.377 -1.934 -2.661
H 2.039 -1.593 -3.655
H 2.067 -1.563 -1.894
H 1.808 -3.853 -2.771
H 0.289 -3.440 -3.554
H -0.831 -3.774 -1.507
H 0.342 -2.759 -0.638
H 0.518 -5.001 -0.021
H 2.328 0.824 -3.691
H 1.557 2.304 -3.142
H 3.313 0.477 -1.600
H 1.819 0.883 -0.744
H 4.125 2.656 -1.503
H 2.527 3.376 -1.611
H 4.002 2.544 0.743
H 2.351 2.433 0.801
C 2.539 6.410 2.821
C 2.543 5.751 4.194
C 2.783 4.237 4.123
C 1.742 3.557 3.353
N 0.922 3.056 2.735
H 1.733 6.020 2.198
H 2.400 7.487 2.914
H 3.481 6.236 2.298
H 1.597 5.937 4.705
H 3.329 6.182 4.815
H 2.806 3.795 5.119
H 3.742 4.027 3.644
C -1.572 -8.887 -0.808
C -1.535 -9.325 0.650
C -1.859 -8.183 1.622
C -0.898 -7.087 1.506
N -0.110 -6.271 1.389
H -0.821 -8.121 -1.010
H -1.370 -9.731 -1.467
H -2.551 -8.483 -1.072
H -0.553 -9.732 0.895
H -2.261 -10.121 0.822
H -1.845 -8.529 2.656
H -2.854 -7.779 1.424
*
```

***

Q: Number 5 is which compound?
A: C8H13IMnN8O